## i
A single C6H7NO molecule, computed with ωB97M-V/def2-TZVPD.

Bonds (Å) are listed after each position.
Atoms and positions in Å:
1 C 0.53102 0.32401 0.19980  C3 1.533, C4 1.281, C5 1.547
2 C 1.32870 -2.26686 -0.29956  C5 1.658, O8 1.265
3 C -0.77580 -0.31958 -0.27817  C1 1.533, C6 1.501, N7 1.284
4 C 0.83187 1.54938 0.41873  C1 1.281, H9 1.076, H10 1.082
5 C 1.59036 -0.78551 0.39869  C1 1.547, C2 1.658, H11 1.073, H12 1.063
6 C -2.05330 0.46725 -0.24331  C3 1.501, H13 1.090, H14 1.202, H15 1.162
7 N -0.91472 -1.49423 -0.77816  C3 1.284, O8 1.444
8 O 0.20614 -2.40048 -0.86610  C2 1.265, N7 1.444
9 H 1.79701 1.83571 0.79836  C4 1.076
10 H 0.25010 2.42928 0.17601  C4 1.082
11 H 1.69373 -1.04868 1.43328  C5 1.073
12 H 2.45686 -0.30390 0.01492  C5 1.063
13 H -2.31165 0.53955 0.81298  C6 1.090
14 H -1.78260 1.47581 -0.83795  C6 1.202
15 H -2.84771 -0.00176 -0.94951  C6 1.162

**Gap between HOMO and LUMO**: 8.45 eV
**LUMO**: 0.003 Eh

Atomic partial charges in e from the natural (NBO) method, atoms 1 to 5: C -0.070; C 0.330; C 0.234; C -0.356; C -0.586

## ii
A single C6H7NO molecule, computed with ωB97M-V/def2-TZVPD.

Bonds (Å) are listed after each position.
Atoms and positions in Å:
1 C 2.40384 1.37078 0.30251  C2 1.206, H7 1.095
2 C 1.23595 1.20888 0.55453  C1 1.206, C3 1.426
3 C -0.09152 0.73608 0.77587  C2 1.426, C6 1.571, H8 1.147, O15 1.453
4 C -0.42234 -1.59750 0.30918  C5 1.485, H9 1.073, H10 1.080, O15 1.523
5 C -0.31626 -0.70285 -0.87139  C4 1.485, C6 1.556, H11 1.056, N14 1.411
6 C -1.20119 0.44085 -0.29616  C3 1.571, C5 1.556, H13 1.067, N14 1.327
7 H 3.41115 1.71750 0.04947  C1 1.095
8 H -0.60380 1.37039 1.58279  C3 1.147
9 H 0.27176 -2.41367 0.24250  C4 1.073
10 H -1.36457 -2.06949 0.54462  C4 1.080
11 H 0.69579 -0.49217 -1.08674  C5 1.056
12 H -0.74161 0.75340 -2.18545  N14 1.016
13 H -2.04759 0.16287 0.29037  C6 1.067
14 N -1.23325 0.10303 -1.57862  C5 1.411, C6 1.327, H12 1.016
15 O 0.00363 -0.58810 1.36652  C3 1.453, C4 1.523

**Gap between HOMO and LUMO**: 9.66 eV
**SMILES string**: C#C[C@@H]1OC[C@H]2N[C@H]12
**LUMO**: 0.035 Eh

Atomic partial charges in e from the natural (NBO) method, atoms 1 to 5: C -0.225; C -0.027; C -0.034; C -0.103; C -0.100

## iii
A single C6H7NO molecule, computed with ωB97M-V/def2-TZVPD.

Bonds (Å) are listed after each position.
Atoms and positions in Å:
1 C 1.86873 -0.09639 -0.30256  C2 1.388, N14 1.262
2 C 0.49538 -0.29589 -0.33156  C1 1.388, C3 1.457, C6 1.495, H7 1.070
3 C -0.27196 -0.11022 0.89301  C2 1.457, C4 1.582, C6 1.753, H8 1.258, O15 1.394
4 C -1.45235 -1.03309 0.38522  C3 1.582, C5 1.531, H9 1.159, H10 1.249
5 C -1.85614 -0.08103 -0.74330  C4 1.531, C6 1.639, H11 1.101, H12 1.043
6 C -0.48497 0.80277 -0.58779  C2 1.495, C3 1.753, C5 1.639, H13 1.175, O15 1.422
7 H 0.36297 -0.98986 -1.13555  C2 1.070
8 H 0.20304 -0.78155 1.84500  C3 1.258
9 H -2.33528 -1.21155 1.11528  C4 1.159
10 H -1.05772 -2.13680 -0.04738  C4 1.249
11 H -2.74480 0.42572 -0.33515  C5 1.101
12 H -2.24632 -0.55564 -1.58617  C5 1.043
13 H -0.68623 1.71867 -1.29634  C6 1.175
14 N 3.09810 -0.25245 -0.06212  C1 1.262
15 O -0.37181 1.27265 0.74962  C3 1.394, C6 1.422

**Gap between HOMO and LUMO**: 11.25 eV
**LUMO**: 0.023 Eh

Atomic partial charges in e from the natural (NBO) method, atoms 1 to 5: C 0.298; C -0.427; C 0.092; C -0.418; C -0.467

## iv
A single C6H7NO molecule, computed with ωB97M-V/def2-TZVPD.

Bonds (Å) are listed after each position.
Atoms and positions in Å:
1 C 1.18299 0.90464 -0.92987  C5 1.732, N7 1.153
2 C 0.23452 -1.79544 0.31138  C3 1.351, C4 1.457, H9 1.113
3 C 0.39913 -0.63477 0.98376  C2 1.351, C5 1.503, H10 1.119
4 C -0.54524 -1.46194 -0.87392  C2 1.457, O8 1.413, H11 1.128, H12 1.119
5 C -0.11846 0.49534 0.13790  C1 1.732, C3 1.503, C6 1.519, O8 1.441
6 C -0.59134 1.80365 0.74829  C5 1.519, H13 1.052, H14 1.126, H15 1.214
7 N 2.06208 1.19498 -1.61746  C1 1.153
8 O -1.08800 -0.17012 -0.69411  C4 1.413, C5 1.441
9 H 0.33925 -2.86744 0.59137  C2 1.113
10 H 1.29312 -0.47499 1.63710  C3 1.119
11 H 0.15135 -1.32620 -1.75117  C4 1.128
12 H -1.30183 -2.24363 -1.13505  C4 1.119
13 H -1.13518 1.70096 1.64306  C6 1.052
14 H -1.17533 2.28913 -0.08352  C6 1.126
15 H 0.29295 2.58584 1.03225  C6 1.214

**Gap between HOMO and LUMO**: 10.71 eV
**SMILES string**: C[C@@]1(C#N)C=CCO1
**LUMO**: 0.024 Eh

Atomic partial charges in e from the natural (NBO) method, atoms 1 to 5: C 0.201; C -0.157; C -0.254; C -0.133; C 0.240

It is ii that is the least stable of them.

## i
2 unconnected molecules or ions with the total composition CH4FOPS, computed with ωB97M-V/def2-TZVPD.

Bonds (Å) are listed after each position.
Atoms and positions in Å:
1 C 0.04767 -1.68302 0.99326  P4 1.698, H6 1.117, H8 1.079
2 O 0.33877 1.15074 -2.56973  H7 0.939, H9 0.962
3 F -1.57332 0.24393 1.78920  P4 1.687
4 P 0.02552 -0.01607 1.31832  C1 1.698, F3 1.687, S5 1.859
5 S 1.04331 1.42184 1.91137  P4 1.859
6 H 0.94103 -1.85957 0.34594  C1 1.117
7 H -0.10088 1.93950 -2.82743  O2 0.939
8 H -0.87923 -2.14202 0.68653  C1 1.079
9 H 0.15714 0.94465 -1.64747  O2 0.962

**Gap between HOMO and LUMO**: 8.67 eV
**SMILES string**: C=P(F)=S.O
**LUMO**: -0.037 Eh

Atomic partial charges in e from the natural (NBO) method, atoms 1 to 5: C -0.951; O -0.941; F -0.575; P 1.379; S -0.363

## ii
2 unconnected molecules or ions with the total composition CH4FOPS, computed with ωB97M-V/def2-TZVPD.

Bonds (Å) are listed after each position.
Atoms and positions in Å:
1 C 1.24147 -0.15840 0.08795  P4 1.897, H6 1.032, H7 1.103, H8 1.000
2 O -0.99596 1.40814 0.67477  P4 1.491
3 F -1.49348 -1.44305 0.69065  H9 0.988
4 P -0.30401 0.77991 -0.48702  C1 1.897, O2 1.491, S5 1.957
5 S -0.88669 1.13863 -2.32063  P4 1.957
6 H 1.46569 -0.94119 -0.54687  C1 1.032
7 H 2.12908 0.44636 -0.16462  C1 1.103
8 H 1.03845 -0.39639 1.03819  C1 1.000
9 H -2.19456 -0.83400 1.02758  F3 0.988

**Gap between HOMO and LUMO**: 9.43 eV
**SMILES string**: CP(=O)=S.F
**LUMO**: -0.012 Eh

Atomic partial charges in e from the natural (NBO) method, atoms 1 to 5: C -0.916; O -1.024; F -0.573; P 1.609; S -0.445

It is i that is the least stable of them.